Here is a structure of composition C33H39LiN3O3PS3 from the OMol25 dataset. Energies are from ωB97M-V/def2-TZVPD.

CARTESIAN COORDINATES (ANGSTROEM)
Li  0.755  1.326  -1.251
S  0.967  3.336  0.091
C  2.695  3.228  0.329
C  3.384  4.395  0.694
C  4.757  4.444  0.892
C  5.384  5.683  1.274
N  5.869  6.682  1.581
C  5.507  3.270  0.720
C  4.845  2.099  0.379
C  3.455  2.018  0.195
S  2.748  0.461  -0.150
C  6.937  3.263  0.892
N  8.081  3.248  1.022
H  2.807  5.301  0.826
H  5.421  1.192  0.254
O  -1.225  -1.199  -6.640
S  -0.106  -0.415  -6.171
O  0.645  0.294  -7.177
N  -0.524  0.544  -4.946
C  0.049  0.178  -3.801
O  -0.144  0.730  -2.698
C  0.938  -1.037  -3.934
C  1.649  -1.693  -2.947
C  2.416  -2.794  -3.319
C  2.457  -3.224  -4.643
C  1.728  -2.567  -5.629
C  0.978  -1.476  -5.242
H  1.626  -1.332  -1.925
H  3.003  -3.312  -2.570
H  3.067  -4.079  -4.911
H  1.757  -2.891  -6.662
C  0.558  -4.059  0.099
C  -0.905  -4.414  -0.167
C  -1.778  -3.162  -0.058
C  -1.558  -2.379  1.271
C  -0.579  -3.132  2.180
C  0.758  -3.417  1.493
P  -1.053  -0.618  0.852
C  -1.059  0.151  2.550
C  -1.423  1.646  2.507
C  -0.988  2.331  3.802
C  0.546  2.416  3.858
C  1.192  1.222  3.142
C  0.330  -0.037  3.233
C  -2.696  -0.113  0.116
C  -2.663  1.278  -0.535
C  -3.853  1.435  -1.493
C  -5.145  0.813  -0.919
C  -5.067  0.699  0.602
C  -3.945  -0.267  1.012
H  0.874  -3.355  -0.673
H  1.185  -4.947  -0.008
H  -1.243  -5.181  0.539
H  -1.010  -4.840  -1.168
H  -2.832  -3.431  -0.170
H  -1.530  -2.524  -0.914
H  -2.507  -2.301  1.808
H  -1.044  -4.080  2.473
H  -0.418  -2.582  3.106
H  1.360  -4.067  2.133
H  1.316  -2.484  1.380
H  -1.817  -0.369  3.146
H  -2.499  1.764  2.356
H  -0.914  2.136  1.670
H  -1.369  1.752  4.653
H  -1.428  3.328  3.876
H  0.876  2.472  4.901
H  0.873  3.332  3.360
H  2.184  1.019  3.551
H  1.341  1.461  2.085
H  0.179  -0.309  4.286
H  0.886  -0.852  2.773
H  -2.790  -0.818  -0.718
H  -1.741  1.417  -1.097
H  -2.691  2.055  0.229
H  -3.602  0.964  -2.446
H  -4.007  2.497  -1.702
H  -5.298  -0.189  -1.335
H  -6.015  1.407  -1.211
H  -6.019  0.357  1.016
H  -4.877  1.692  1.025
H  -4.322  -1.292  0.933
H  -3.696  -0.106  2.064

- Frontier orbital gap: 0.2149 hartree
- Total charge: -2
- Highest occupied orbital energy: -0.066 Ha

---

Here is a structure of composition C17H20BrCdN4O8P2 from the OMol25 dataset. Energies are from ωB97M-V/def2-TZVPD.

CARTESIAN COORDINATES (ANGSTROEM)
Cd  -0.202  0.070  0.387
O  -3.589  3.619  3.937
C  -2.669  2.907  3.225
C  -1.307  3.092  3.409
C  -0.453  2.322  2.639
N  -0.870  1.413  1.731
C  -2.199  1.267  1.585
Br  -2.761  -0.001  0.316
C  -3.137  1.985  2.303
H  -3.128  4.224  4.542
H  -0.908  3.803  4.121
H  0.626  2.416  2.734
H  -4.201  1.839  2.157
N  3.202  -3.114  0.483
C  3.247  -1.533  0.412
C  4.720  -1.145  0.284
P  2.510  -0.821  2.032
O  1.854  -2.236  2.551
O  3.595  -0.583  3.051
O  1.328  0.070  1.832
P  2.256  -1.110  -1.185
O  3.418  -0.710  -2.240
O  1.814  -2.498  -1.632
O  1.351  0.070  -1.077
H  2.610  -3.273  1.318
H  4.108  -3.556  0.513
H  2.631  -3.340  -0.370
H  5.290  -1.452  1.166
H  4.813  -0.058  0.188
H  5.183  -1.604  -0.594
H  1.333  -1.947  3.330
H  2.945  -0.443  -3.050
C  -1.482  3.583  -1.830
C  -2.108  2.987  -2.913
C  -2.157  1.594  -2.999
C  -1.577  0.815  -1.993
N  -0.964  1.409  -0.932
C  -0.929  2.757  -0.871
C  -1.577  -0.676  -1.993
C  -2.157  -1.455  -2.998
C  -2.108  -2.848  -2.913
C  -1.482  -3.444  -1.828
C  -0.928  -2.618  -0.870
N  -0.964  -1.270  -0.932
H  -1.426  4.661  -1.733
H  -2.557  3.599  -3.691
H  -2.651  1.149  -3.854
H  -0.425  3.164  0.001
H  -2.651  -1.011  -3.853
H  -2.557  -3.460  -3.690
H  -1.426  -4.522  -1.731
H  -0.425  -3.024  0.002
O  -0.856  -1.064  1.521

- Frontier orbital gap (spin up / spin down): 0.2230 / 0.1420 hartree
- Total charge: -1
- Highest occupied orbital energy (spin up / spin down): -0.132 / -0.051 Ha
- Energy relative to the best compared isomer or geometry (same formula, charge and spin): 179.8 kcal/mol

---

Here is a cluster of 2 separate species, C9H14S2 in total from the OMol25 dataset. Energies are from ωB97M-V/def2-TZVPD.

CARTESIAN COORDINATES (ANGSTROEM)
C  1.368  1.305  -0.124
C  0.864  0.119  0.518
C  0.699  1.519  -1.475
C  1.556  -0.811  1.413
C  -0.580  0.650  -1.588
C  -4.330  -0.463  0.090
C  -3.236  -0.833  0.763
C  2.175  -1.882  0.423
C  2.226  2.078  0.548
S  -0.287  -0.751  -0.411
S  1.002  -2.656  -0.706
H  0.297  2.459  -1.711
H  1.417  1.349  -2.387
H  1.032  -1.425  2.163
H  2.284  -0.210  1.909
H  -1.421  1.244  -1.395
H  -0.600  0.404  -2.680
H  -4.988  0.357  0.258
H  -4.624  -1.227  -0.606
H  -2.973  -0.165  1.477
H  -2.708  -1.691  0.730
H  3.040  -1.311  0.048
H  2.631  -2.748  1.111
H  2.430  1.801  1.646
H  2.726  2.885  -0.017

- Frontier orbital gap: 0.2489 hartree
- Highest occupied orbital energy: -0.255 Ha
- Energy relative to the best compared isomer or geometry (same formula, charge and spin): 120.7 kcal/mol

---

Here is a structure of composition C53H45MoN11O2S from the OMol25 dataset. Energies are from ωB97M-V/def2-TZVPD.

CARTESIAN COORDINATES (ANGSTROEM)
Mo  -0.539  0.041  -0.011
C  -0.143  -5.164  -5.549
C  -0.777  -3.980  -5.887
C  -0.971  -2.999  -4.932
C  -0.526  -3.197  -3.629
C  0.119  -4.382  -3.294
C  0.302  -5.363  -4.253
C  -0.676  -2.104  -2.634
C  -1.864  -1.964  -1.914
C  -3.028  -2.771  -2.069
C  -3.895  -2.413  -1.082
C  -3.247  -1.411  -0.298
C  -3.626  -1.077  1.004
C  -4.884  -1.640  1.541
C  -4.870  -2.549  2.594
C  -6.062  -3.027  3.107
C  -7.270  -2.584  2.594
C  -7.288  -1.676  1.549
C  -6.099  -1.213  1.015
C  -2.920  -0.185  1.810
N  -1.958  0.673  1.317
C  -1.913  1.729  2.198
C  -1.411  2.972  1.820
C  -1.503  4.134  2.718
C  -2.692  4.456  3.375
C  -2.758  5.566  4.198
C  -1.644  6.369  4.382
C  -0.457  6.057  3.740
C  -0.388  4.954  2.912
C  -0.847  3.163  0.541
C  -0.629  4.460  -0.013
C  -0.024  4.282  -1.216
C  0.138  2.879  -1.388
N  -0.415  2.182  -0.325
C  0.829  2.330  -2.471
C  0.941  0.955  -2.641
C  1.688  0.288  -3.658
C  1.337  -1.024  -3.608
C  0.323  -1.139  -2.602
N  0.212  0.052  -1.911
C  1.305  3.208  -3.560
C  2.285  4.179  -3.392
C  2.636  5.001  -4.450
C  1.999  4.881  -5.674
C  1.021  3.916  -5.847
C  0.684  3.076  -4.802
C  -2.659  1.405  3.375
C  -3.295  0.227  3.127
N  -2.045  -1.076  -0.879
H  0.003  -5.930  -6.293
H  -1.120  -3.818  -6.896
H  -1.461  -2.073  -5.195
H  0.481  -4.533  -2.289
H  0.794  -6.285  -3.986
H  -3.158  -3.531  -2.813
H  -4.864  -2.825  -0.882
H  -3.925  -2.890  2.992
H  -6.051  -3.746  3.909
H  -8.198  -2.955  3.000
H  -8.227  -1.329  1.148
H  -6.106  -0.500  0.204
H  -3.574  3.860  3.198
H  -3.687  5.809  4.689
H  -1.703  7.241  5.012
H  0.419  6.671  3.884
H  0.546  4.726  2.416
H  -0.927  5.383  0.439
H  0.293  5.026  -1.918
H  2.368  0.767  -4.334
H  1.677  -1.824  -4.235
H  2.778  4.295  -2.437
H  3.406  5.744  -4.316
H  2.258  5.543  -6.485
H  0.513  3.822  -6.793
H  -0.095  2.338  -4.925
H  -2.714  2.001  4.264
H  -3.980  -0.291  3.768
N  2.644  1.436  -0.061
N  3.787  0.649  -0.226
C  3.730  -0.662  -0.552
N  4.871  -1.244  -0.935
N  2.573  -1.296  -0.391
N  2.499  -2.557  -0.721
O  1.507  -3.305  -0.146
O  3.262  -3.207  -1.435
H  2.407  1.924  -0.928
H  2.818  2.120  0.671
H  4.682  1.107  -0.373
H  5.736  -0.735  -0.983
H  4.847  -2.211  -1.249
C  -0.704  -3.341  2.696
C  -0.214  -3.932  1.369
C  -1.408  -4.486  0.579
C  0.782  -5.062  1.642
C  0.428  -2.824  0.527
N  0.014  -1.640  0.426
H  -1.314  -4.082  3.204
H  -1.297  -2.439  2.529
H  0.130  -3.100  3.352
H  -1.818  -5.336  1.118
H  -1.107  -4.826  -0.409
H  -2.187  -3.735  0.472
H  0.341  -5.765  2.343
H  1.708  -4.687  2.073
H  1.027  -5.601  0.732
S  2.066  -0.144  4.195
C  1.689  1.486  3.838
C  1.103  1.575  2.617
N  0.925  0.392  1.966
C  1.411  -0.587  2.683
H  1.908  2.272  4.531
H  0.803  2.495  2.156
H  1.429  -1.611  2.367

- Frontier orbital gap (spin up / spin down): 0.1575 / 0.1810 hartree
- Total charge: +2
- Highest occupied orbital energy (spin up / spin down): -0.416 / -0.437 Ha
- Spin multiplicity: 3